1.
88
Properties=species:S:1:pos:R:3:mulliken_spin:R:1 method="wB97M-V/def2-TZVPD" s2=6.01 e_homo_ev="-14.89 / -14.89" e_tot_ev=-80572.5708 multiplicity=5 homo_lumo_gap_ev="8.75 / 6.34" total_charge=+2
Pd -2.04989 -0.54206 -3.06724 1.39
Pd -0.10363 2.09203 -2.19444 1.51
C -0.05731 -1.02091 0.63594 0.02
C -1.10442 -0.15253 -0.04463 -0.03
O -0.80948 0.14576 -1.36809 0.52
H 0.98294 -0.71067 0.46650 0.00
H 0.02561 -2.02229 0.21751 0.00
H -0.11890 -0.96873 1.72307 0.00
H -1.08575 0.81925 0.47412 0.01
H -2.12592 -0.51965 0.10183 0.01
C -2.00422 1.94417 -6.17881 0.01
C -2.28859 2.27238 -4.73027 -0.01
O -1.60597 1.51988 -3.77569 0.36
H -0.95602 2.14259 -6.40617 0.00
H -2.66492 2.47620 -6.86095 0.00
H -2.15422 0.88783 -6.43487 0.00
H -3.36736 2.34846 -4.55831 0.01
H -1.95274 3.32165 -4.72542 0.03
C 3.13486 2.50986 2.61293 0.00
C 2.23863 3.74077 2.76497 0.00
O 1.45728 3.73696 1.55540 0.00
C 1.73288 2.65506 0.81291 -0.01
O 1.17150 2.30959 -0.19173 0.03
O 2.73613 1.94623 1.34621 0.00
H 3.01122 1.78350 3.41195 0.00
H 4.18074 2.80374 2.55212 0.00
H 2.76693 4.68351 2.85997 0.00
H 1.50078 3.56561 3.54759 0.00
C 3.79916 0.08582 -1.06292 0.00
C 4.54481 -0.83267 -2.09040 0.00
O 3.64314 -0.85496 -3.20665 0.00
C 2.44231 -0.48047 -2.79046 0.00
O 1.40371 -0.65989 -3.35250 0.01
O 2.50173 0.21980 -1.62110 0.00
H 4.32272 1.01438 -0.85542 0.00
H 3.78700 -0.46728 -0.12182 0.00
H 4.74943 -1.84669 -1.75967 0.00
H 5.46542 -0.30431 -2.32551 0.00
C 1.60853 -4.04074 -2.62159 0.00
C 1.75873 -4.09205 -1.09046 0.00
O 3.18561 -4.19127 -0.96059 0.00
C 3.72637 -4.52818 -2.15674 0.00
O 4.87457 -4.76308 -2.31170 0.00
O 2.77676 -4.64732 -3.11576 0.00
H 1.62498 -2.98525 -2.91520 0.00
H 0.62398 -4.40905 -2.90929 0.00
H 1.26970 -4.89203 -0.53882 0.00
H 1.57426 -3.07715 -0.73153 0.00
C -6.42391 1.74623 -0.93961 0.00
C -5.39862 1.57543 0.12096 0.00
O -4.60351 0.50031 -0.42947 0.00
C -4.86484 0.40700 -1.73700 0.01
O -4.13955 -0.23691 -2.47163 0.04
O -5.75726 1.30108 -2.13753 0.01
H -6.64284 2.81620 -1.02117 0.00
H -7.43109 1.37663 -0.74924 0.00
H -5.75522 1.27257 1.10315 0.00
H -4.71865 2.42182 0.22929 0.00
C 2.85157 -2.47135 3.03712 0.00
C 4.09588 -1.77520 2.43293 0.00
O 4.03767 -0.44017 2.96625 0.00
C 3.21724 -0.37254 4.03394 0.00
O 3.04203 0.51752 4.79394 0.00
O 2.43626 -1.47537 4.00935 0.00
H 3.08481 -3.29578 3.70593 0.00
H 2.04340 -2.70896 2.35399 0.00
H 3.90735 -1.64668 1.36759 0.00
H 5.08974 -2.06368 2.76654 0.00
C -3.04187 4.98550 1.53329 0.00
C -1.93837 4.24693 2.34227 0.00
O -1.45965 3.35278 1.35949 0.00
C -1.85366 3.68613 0.13665 -0.01
O -1.62264 3.06667 -0.87409 0.05
O -2.58247 4.79259 0.20473 0.00
H -3.14322 6.04603 1.75181 0.00
H -4.03917 4.53672 1.53797 0.00
H -2.38261 3.77153 3.21728 0.00
H -1.09985 4.82796 2.72976 0.00
C -2.45141 -4.11555 2.77065 0.00
C -1.35082 -3.86607 1.71458 0.00
O -0.18283 -4.01965 2.50971 0.00
C -0.50233 -3.61272 3.76783 0.00
O 0.27451 -3.38970 4.61658 0.00
O -1.89668 -3.62345 3.93344 0.00
H -2.81103 -5.14639 2.73580 0.00
H -3.25580 -3.45530 2.41620 0.00
H -1.47418 -2.91531 1.21007 0.00
H -1.42945 -4.63261 0.94234 0.00

---

2.
80
Properties=species:S:1:pos:R:3:lowdin_charge:R:1 method="wB97M-V/def2-TZVPD" e_homo_ev=-2.03 e_tot_ev=-98635.2097 homo_lumo_gap_ev=6.35 total_charge=-2
Li -1.39954 -0.02766 0.27508 0.51
Cl -4.75884 -6.59606 -0.03192 0.57
C -4.06694 -5.00676 -0.16282 -0.72
C -3.64594 -4.35886 0.98878 -0.17
C -3.11184 -3.09746 0.86508 -0.60
Cl -2.55164 -2.22846 2.24118 0.71
C -2.96494 -2.39906 -0.37372 -0.54
O -2.49114 -1.24586 -0.45042 -0.18
C -3.42774 -3.14946 -1.49852 -0.60
Cl -3.28134 -2.38856 -3.03762 0.68
C -3.95654 -4.41636 -1.41162 -0.17
H -3.73484 -4.82646 1.95878 0.09
H -4.27464 -4.93176 -2.30472 0.09
C -3.42574 4.29594 0.77508 -0.19
Si -2.48544 2.84084 1.63928 0.24
C -0.78734 3.57304 2.15528 -0.17
C -3.40974 2.57034 3.31108 -0.19
O -2.38574 1.59084 0.71498 -0.43
H -3.45774 5.20494 1.37088 0.00
H -4.45184 4.01854 0.54808 0.00
H -2.94084 4.53744 -0.16622 0.00
H -0.83444 4.59274 2.53488 0.01
H -0.12074 3.56804 1.29898 0.00
H -0.33384 2.94514 2.91628 0.01
H -3.30924 3.41584 3.98918 0.00
H -2.99554 1.69894 3.80798 0.01
H -4.47094 2.38864 3.16428 0.00
N -2.64704 1.98314 -1.98012 0.01
C -3.60274 2.64194 -2.65132 -0.13
C -3.36414 2.44654 -3.99632 -0.11
C -2.22574 1.63294 -4.02472 -0.19
N -1.81204 1.36964 -2.80002 0.05
H -2.55814 1.85444 -0.95512 0.07
H -4.36214 3.20964 -2.15062 0.10
H -3.92744 2.81884 -4.82962 0.07
H -1.71314 1.23154 -4.87832 0.09
O 0.18416 -0.11246 1.06888 -0.35
P 1.42046 -0.25696 0.28788 0.57
N 2.71366 0.11314 1.47788 -0.21
C 3.27176 -0.82156 2.42098 -0.24
C 4.31286 0.02494 3.18178 -0.18
C 3.77076 1.46044 3.06668 -0.18
C 2.45586 1.27354 2.29608 -0.25
N 1.96426 1.15974 -0.52372 -0.22
C 3.26396 1.14314 -1.14212 -0.22
C 2.99406 1.07144 -2.65022 -0.17
C 1.68776 1.85884 -2.81412 -0.16
C 1.08846 1.91224 -1.39122 -0.21
N 1.98796 -1.90506 0.25488 -0.22
C 2.96236 -2.41336 -0.68072 -0.22
C 2.89556 -3.95206 -0.53852 -0.16
C 1.85136 -4.17416 0.56048 -0.17
C 0.98146 -2.93206 0.40648 -0.22
H 3.72596 -1.67546 1.92098 0.09
H 2.51506 -1.19966 3.13178 0.12
H 5.28726 -0.05716 2.69498 0.09
H 4.42896 -0.29916 4.21838 0.09
H 4.46166 2.08154 2.49388 0.09
H 3.62166 1.93254 4.03908 0.09
H 2.17816 2.13244 1.69228 0.10
H 1.63266 1.08434 3.00448 0.11
H 3.84136 0.30734 -0.75082 0.09
H 3.78856 2.08294 -0.90172 0.11
H 2.83436 0.03464 -2.93772 0.08
H 3.81856 1.47324 -3.24592 0.09
H 1.00306 1.36824 -3.50432 0.09
H 1.88946 2.86744 -3.18692 0.09
H 0.08666 1.49454 -1.34552 0.06
H 1.05286 2.95204 -1.03872 0.11
H 3.95446 -2.02376 -0.42202 0.10
H 2.73846 -2.12906 -1.71932 0.09
H 3.86586 -4.38446 -0.27812 0.09
H 2.55806 -4.39776 -1.47712 0.10
H 2.33316 -4.16416 1.54088 0.10
H 1.29606 -5.10406 0.44628 0.10
H 0.36556 -2.71056 1.27338 0.10
H 0.32496 -3.03556 -0.47152 0.12
O 0.73006 -1.83126 -3.47442 0.04
C 0.62836 -1.27956 -2.43312 -0.51
N 0.51946 -0.72616 -1.40172 0.08

---

3.
71
Properties=species:S:1:pos:R:3:mulliken_spin:R:1 method="wB97M-V/def2-TZVPD" s2=3.75 e_homo_ev="-7.62 / -7.58" e_tot_ev=-64669.4477 multiplicity=4 homo_lumo_gap_ev="7.94 / 7.90" total_charge=0
Nd -0.20205 -1.91102 -0.05433 3.03
N -0.46143 -3.74697 -4.08721 0.00
C -0.00626 -3.53858 -2.84666 0.00
O 0.26093 -2.38253 -2.46709 0.00
C 0.15186 -4.69956 -1.91040 0.00
C -0.51226 -4.37330 -0.57673 -0.01
H -0.67335 -2.95717 -4.67247 0.00
H -0.75158 -4.66262 -4.36466 0.00
H 1.23702 -4.79975 -1.77592 0.00
H -0.16614 -5.62621 -2.41417 0.00
H -0.16533 -5.07663 0.18787 0.00
H -1.60124 -4.51397 -0.66657 0.00
C 1.15541 -1.56667 2.08493 -0.02
Si 1.33847 0.21736 2.09373 0.01
C 2.13231 0.67893 0.43184 0.00
N 1.49833 0.05486 -0.76196 0.00
C 2.47746 -0.18575 -1.84028 0.00
C 3.01494 1.09524 -2.46848 0.00
C 1.87092 1.92996 -3.02658 0.00
C 0.82486 2.18264 -1.94661 0.00
C 0.38495 0.87087 -1.30105 0.00
C -0.37060 1.00180 2.18672 0.00
C -0.53083 2.38291 1.98563 0.00
C -1.77647 2.97529 1.99986 0.00
C -2.91154 2.20198 2.23277 0.00
C -2.78400 0.84288 2.44812 0.00
C -1.52031 0.26104 2.42262 0.00
C 2.40066 1.14771 3.34839 0.00
C 3.61065 1.73228 2.99895 0.00
C 4.39561 2.41776 3.93397 0.00
C 3.96391 2.52727 5.25158 0.00
C 2.76314 1.95717 5.62620 0.00
C 1.99066 1.27634 4.68534 0.00
H 0.73104 -1.97407 3.00659 0.00
H 2.14694 -2.01732 1.92883 0.00
H 3.14638 0.26567 0.49044 0.00
H 2.26576 1.75516 0.29508 0.00
H 1.97658 -0.79206 -2.60128 0.00
H 3.28522 -0.79241 -1.41973 0.00
H 3.72937 0.83397 -3.25349 0.00
H 3.57083 1.67301 -1.72535 0.00
H 1.40203 1.38626 -3.85450 0.00
H 2.23681 2.87030 -3.44399 0.00
H -0.05690 2.67721 -2.36060 0.00
H 1.22175 2.86060 -1.18683 0.00
H -0.11647 0.24702 -2.05573 0.00
H -0.34016 1.05242 -0.50061 0.00
H 0.34357 3.00364 1.81641 0.00
H -1.87738 4.04106 1.83662 0.00
H -3.88913 2.66650 2.24411 0.00
H -3.65830 0.23037 2.61865 0.00
H -1.43218 -0.81050 2.59711 0.00
H 3.97613 1.66343 1.98411 0.00
H 5.33392 2.86214 3.63124 0.00
H 4.56324 3.05878 5.97906 0.00
H 2.42378 2.04212 6.65018 0.00
H 1.05008 0.84402 5.00487 0.00
C -3.42195 1.19518 -1.71116 0.00
Si -3.41267 -0.65519 -1.43146 0.00
C -3.21520 -1.50412 -3.09358 0.00
C -5.02141 -1.18864 -0.64718 0.00
O -2.15224 -1.05025 -0.45250 0.00
H -4.38829 1.54435 -2.07678 0.00
H -2.67101 1.49102 -2.44602 0.00
H -3.20392 1.72354 -0.78280 0.00
H -4.01003 -1.21412 -3.78178 0.00
H -3.23049 -2.58932 -2.99715 0.00
H -2.26007 -1.21849 -3.53865 0.00
H -5.85847 -0.99884 -1.32170 0.00
H -5.21241 -0.64377 0.27547 0.00
H -5.01341 -2.25221 -0.41327 0.00